Density functional theory data (ωB97M-V/def2-TZVPD) for 3 unconnected molecules or ions with the total composition C14H33N4O3 in a non-equilibrium geometry.

Computed properties:
HOMO energy in eV: -11.617
E_LUMO in eV: -2.825
Total charge: +1
Energy in eV: -27149.14579
Gap between HOMO and LUMO in eV: 8.793

Each line ends with the Mulliken charge.
Positions of all 54 atoms, in Å:
C  3.071395  -2.627423  -0.708861  -1.41
C  1.857980  -3.421509  -0.271193  2.06
O  2.247222  -4.633750  0.338215  -0.64
C  0.898435  -3.697029  -1.457807  -1.41
N  -0.205025  -2.725838  -1.453343  0.29
C  -0.239059  -1.535220  -2.140222  -0.27
C  -1.399924  -0.907230  -1.780465  -0.59
N  -2.031046  -1.733987  -0.899311  0.05
C  -1.299279  -2.838707  -0.716531  -0.32
H  2.764755  -1.885619  -1.447088  0.29
H  3.512781  -2.082100  0.118577  0.30
H  3.823366  -3.269763  -1.157650  0.42
H  1.304684  -2.819248  0.454200  -0.68
H  1.768644  -4.727455  1.165572  0.40
H  0.486494  -4.697484  -1.385287  0.39
H  1.404594  -3.609112  -2.412880  0.36
H  0.549814  -1.218153  -2.792280  0.46
H  -1.754197  0.053416  -2.115563  0.63
H  -2.903303  -1.562825  -0.426273  0.26
H  -1.526566  -3.671897  -0.080267  0.44
C  1.506562  0.419647  4.239921  -1.41
C  2.316851  -0.852409  4.007011  0.15
C  1.984747  -1.568417  2.691354  -0.48
O  0.755048  -2.282791  2.688922  -0.44
C  -0.400933  -1.499034  2.470949  -0.71
N  2.179529  -1.724092  5.174694  -0.69
H  0.496889  0.201671  4.587921  0.30
H  1.982402  1.028033  5.006734  0.36
H  1.436234  1.020530  3.330161  0.33
H  3.368529  -0.561368  3.937375  0.45
H  2.754127  -2.323829  2.511253  0.29
H  2.010752  -0.867058  1.844166  0.41
H  -0.204363  -0.685781  1.762749  0.33
H  -0.805618  -1.089466  3.397256  0.32
H  -1.156590  -2.163798  2.045229  0.18
H  2.817713  -2.510774  5.097229  0.29
H  1.252751  -2.140571  5.160339  0.30
C  -2.175158  3.512687  -0.904019  -1.44
C  -1.215444  3.471956  -2.089563  0.32
C  -1.122681  4.787615  -2.872185  -0.70
O  -2.226058  5.051411  -3.709296  -0.38
C  -3.356700  5.627156  -3.076615  -0.63
N  -1.580118  2.347570  -2.965840  -0.56
H  -3.215484  3.437992  -1.218793  0.33
H  -1.979862  2.675435  -0.231379  0.26
H  -2.057490  4.433140  -0.331624  0.37
H  -0.215774  3.272862  -1.692093  0.35
H  -0.262722  4.718842  -3.543375  0.35
H  -0.938776  5.633561  -2.198046  0.42
H  -3.061093  6.315104  -2.279845  0.30
H  -4.025992  4.863897  -2.672548  0.22
H  -3.902889  6.186847  -3.833723  0.26
H  -0.872701  2.254705  -3.690189  0.27
H  -2.417454  2.619663  -3.475676  0.27

Cartesian forces (eV/Å) of the 2 atoms listed first:
C -0.131 0.158 -0.163
C -0.119 0.190 0.106



Density functional theory data (ωB97M-V/def2-TZVPD) for a single C3H4N2O2 molecule.

Computed properties:
HOMO energy in eV: -8.838
SMILES: [H]/N=C(\O)N=C=CO
Relative energy (zero: lowest compared OMol25 entry of this formula, charge and spin) in kJ/mol: 325.5
E_LUMO in eV: 0.084
Energy in eV: -10248.89163
Gap between HOMO and LUMO in eV: 8.922

Each line ends with the Mulliken charge.
Positions of all 11 atoms, in Å:
O  -2.561112  0.789918  -0.357021  -0.49
C  -1.487207  -0.018009  -0.456115  0.67
N  -0.394343  0.469285  0.317938  -0.49
C  0.745740  0.055568  0.059776  0.50
O  2.981005  0.281982  -0.773927  -0.49
C  1.975369  -0.360408  -0.106347  -0.31
N  -1.448787  -1.115892  -1.076022  -0.61
H  -2.336505  1.506456  0.255185  0.37
H  2.643623  1.098370  -1.162332  0.30
H  2.272650  -1.319257  0.302942  0.31
H  -2.359555  -1.323331  -1.480684  0.25

Cartesian forces (eV/Å) of the 2 atoms listed first:
O 0.081 0.106 0.050
C 0.021 -0.392 -0.183



Density functional theory data (ωB97M-V/def2-TZVPD) for a molecular structure, C38H30CrF5N10OTe.

Computed properties:
HOMO energy (spin up / spin down) in eV: -4.254 / -4.906
Expectation value of S²: 6.03
E_LUMO (spin up / spin down) in eV: 1.894 / 1.902
Multiplicity: 5
Total charge: -1
Energy in eV: -106148.69612
Gap between HOMO and LUMO (spin up / spin down) in eV: 6.148 / 6.808

Each line ends with the Mulliken charge.
Positions of all 86 atoms, in Å:
Cr  -0.600386  0.159305  -0.267455  -0.54
C  1.358965  -3.007351  3.163546  -0.99
C  0.284216  -3.736722  3.658205  -0.49
C  -0.993158  -3.274996  3.431149  -0.80
C  -1.167102  -2.098920  2.686460  0.15
N  -0.139467  -1.401968  2.208508  0.51
C  1.091385  -1.848474  2.455932  0.05
N  -2.483398  -1.703370  2.503901  -0.35
C  -2.964730  -0.829571  1.687881  -1.11
N  -2.464583  -0.029185  0.667071  1.80
C  -3.475021  0.846446  0.292625  -0.12
N  -3.469670  1.963557  -0.336181  -0.39
C  -2.360338  2.658206  -0.782918  -0.42
C  -2.640729  3.932809  -1.283718  -0.38
C  -1.621339  4.714920  -1.775036  -0.81
C  -0.330241  4.206463  -1.755659  -1.03
C  -0.122080  2.954079  -1.219425  -0.30
N  -1.104505  2.194236  -0.717642  1.84
C  -4.748608  0.415179  0.911201  -0.41
C  -6.039176  0.895680  0.778186  -0.30
C  -7.011996  0.308336  1.576606  -0.61
C  -6.687500  -0.701860  2.486944  -0.68
C  -5.382913  -1.159066  2.619467  -0.23
C  -4.429041  -0.580591  1.799953  0.64
H  2.381797  -3.323676  3.316572  0.49
H  0.443557  -4.649910  4.218835  0.39
H  -1.868851  -3.788248  3.800631  0.50
H  1.903928  -1.251929  2.058156  0.15
H  -3.674978  4.238987  -1.307903  0.49
H  -1.831327  5.687525  -2.201016  0.38
H  0.509828  4.727140  -2.191332  0.52
H  0.869281  2.527794  -1.200073  0.10
H  -6.264711  1.688226  0.078405  0.55
H  -8.040288  0.639816  1.499921  0.40
H  -7.470420  -1.131215  3.100182  0.41
H  -5.108891  -1.932597  3.323303  0.54
C  5.615734  1.408231  3.222556  -1.61
C  4.528729  1.077220  2.238955  0.29
C  4.676745  0.083751  1.275176  -1.39
C  3.662018  -0.237848  0.401503  -0.12
C  2.407650  0.428996  0.377249  -0.19
N  1.418685  0.101710  -0.523884  1.82
C  1.902451  -0.595517  -1.652979  -1.43
C  2.881877  -0.006911  -2.461397  0.45
C  3.420884  -0.650319  -3.549062  -1.00
C  2.959538  -1.910394  -3.924675  0.35
C  3.442216  -2.564810  -5.186705  -1.74
C  1.972391  -2.492848  -3.156869  -0.77
C  1.465421  -1.860959  -2.020024  0.59
N  0.477311  -2.572698  -1.277180  -0.51
C  0.279222  -3.907175  -1.326786  -0.14
C  -0.878032  -4.190232  -0.646585  -1.73
C  -1.327615  -2.945321  -0.196924  -0.68
N  -0.494853  -1.982931  -0.556155  1.57
C  2.271694  1.398047  1.391296  0.31
C  3.293688  1.697464  2.287009  -0.50
N  1.042002  2.074800  1.607983  0.13
C  0.877724  3.316108  2.106819  -0.30
C  -0.438186  3.437152  2.487557  -1.56
C  -1.006366  2.197987  2.172843  -0.07
N  -0.110167  1.384666  1.630569  0.17
H  6.591894  1.108806  2.839655  0.39
H  5.467198  0.896067  4.177152  0.27
H  5.655706  2.478682  3.429936  0.37
H  5.607000  -0.471325  1.216348  0.34
H  3.828458  -1.036665  -0.303782  0.52
H  3.194059  0.997649  -2.215738  0.53
H  4.159521  -0.142545  -4.157414  0.33
H  4.513241  -2.408423  -5.327310  0.39
H  2.930838  -2.143744  -6.054895  0.30
H  3.252558  -3.638895  -5.177122  0.37
H  1.537425  -3.425434  -3.488831  0.49
H  0.977225  -4.550610  -1.828746  0.56
H  -1.331375  -5.153205  -0.496621  0.44
H  -2.209236  -2.714796  0.369627  0.67
H  3.093146  2.426433  3.063455  0.58
H  1.703036  4.004749  2.150145  0.60
H  -0.922467  4.299646  2.908744  0.47
H  -2.029160  1.877126  2.272241  0.47
F  -2.374206  1.985881  -3.393933  -0.52
Te  -0.659937  1.008420  -3.763611  1.64
F  -0.601633  2.078925  -5.389134  -0.43
F  0.569697  -0.252313  -4.537795  -0.48
F  -1.852572  -0.104575  -4.741948  -0.44
F  1.169683  1.984600  -3.410672  -0.58
O  -0.958373  -0.101681  -2.145326  -0.17

Cartesian forces (eV/Å) of the 2 atoms listed first:
Cr -0.043 -0.112 -0.539
C 0.057 0.015 -0.008



Density functional theory data (ωB97M-V/def2-TZVPD) for a molecular structure, C10H26AsCoNO8P2 in a non-equilibrium geometry.

Computed properties:
HOMO energy (spin up / spin down) in eV: -12.345 / -12.878
Expectation value of S²: 6.01
Relative energy (zero: lowest compared OMol25 entry of this formula, charge and spin) in kJ/mol: 0.0
E_LUMO (spin up / spin down) in eV: -2.057 / -5.158
Multiplicity: 5
Total charge: +1
Energy in eV: -145705.96561
Gap between HOMO and LUMO (spin up / spin down) in eV: 10.288 / 7.721

Each line ends with the Mulliken charge.
Positions of all 49 atoms, in Å:
Co  0.334871  0.682502  -0.188547  0.69
O  4.308240  1.131126  0.874307  -0.51
P  2.888622  1.741492  1.081429  0.55
O  2.748271  2.510804  2.302869  -0.67
O  1.865319  0.590493  0.787010  0.17
O  2.664605  2.735822  -0.243900  -0.32
P  1.363740  2.745937  -1.106866  1.08
O  1.463733  4.001108  -2.035194  -0.49
O  0.207588  2.773115  -0.131294  -0.50
O  1.209671  1.386228  -1.845141  -0.47
H  5.038413  1.540990  1.381591  0.36
H  2.203269  4.597101  -1.911748  0.35
C  -4.219542  3.097102  0.730450  -0.92
N  -3.147571  2.075031  0.888303  0.14
C  -2.904899  1.489086  2.228746  -0.93
C  -2.450898  1.601958  -0.126598  1.00
C  -2.648216  2.162939  -1.538418  -1.41
O  -1.586144  0.646294  0.006549  -0.81
H  -4.758103  3.176343  1.695716  0.31
H  -4.893520  2.811574  -0.052981  0.35
H  -3.750736  4.030555  0.554372  0.36
H  -1.997945  1.885734  2.664158  0.29
H  -2.869340  0.418645  2.142105  0.30
H  -3.725995  1.675014  2.901596  0.40
H  -3.723481  2.187119  -1.786510  0.49
H  -2.084745  1.609574  -2.255480  0.28
H  -2.253485  3.206107  -1.451917  0.36
C  3.259671  -1.623757  -1.311639  -1.10
C  2.447863  -2.288341  -0.220662  -0.68
As  0.564222  -1.890431  -0.295601  0.34
C  -0.079925  -2.812464  -1.887361  -0.57
C  -0.167959  -4.326958  -1.833474  -1.19
C  -0.238651  -2.749988  1.188533  -0.58
C  0.256882  -2.095823  2.467661  -1.16
H  4.303283  -1.831319  -1.078252  0.38
H  3.108041  -0.540682  -1.250823  0.11
H  3.031907  -1.894817  -2.358207  0.31
H  2.845160  -1.987419  0.750808  0.36
H  2.573833  -3.369336  -0.190064  0.63
H  0.593242  -2.439024  -2.656246  0.51
H  -1.064077  -2.346068  -2.069699  0.42
H  0.846482  -4.749665  -1.668092  0.30
H  -0.559577  -4.700251  -2.757029  0.40
H  -0.774157  -4.680305  -1.000352  0.29
H  0.006657  -3.831231  1.104003  0.48
H  -1.317763  -2.623451  1.087666  0.38
H  1.319580  -2.144794  2.584770  0.35
H  -0.253830  -2.552221  3.329268  0.38
H  0.017389  -1.031466  2.500167  0.18

Cartesian forces (eV/Å) of the 2 atoms listed first:
Co -0.712 -0.329 -0.427
O 0.822 -0.407 -0.419



Repeat the second record exactly.
Density functional theory data (ωB97M-V/def2-TZVPD) for a single C3H4N2O2 molecule.

Computed properties:
HOMO energy in eV: -8.838
SMILES: [H]/N=C(\O)N=C=CO
Relative energy (zero: lowest compared OMol25 entry of this formula, charge and spin) in kJ/mol: 325.5
E_LUMO in eV: 0.084
Energy in eV: -10248.89163
Gap between HOMO and LUMO in eV: 8.922

Each line ends with the Mulliken charge.
Positions of all 11 atoms, in Å:
O  -2.561112  0.789918  -0.357021  -0.49
C  -1.487207  -0.018009  -0.456115  0.67
N  -0.394343  0.469285  0.317938  -0.49
C  0.745740  0.055568  0.059776  0.50
O  2.981005  0.281982  -0.773927  -0.49
C  1.975369  -0.360408  -0.106347  -0.31
N  -1.448787  -1.115892  -1.076022  -0.61
H  -2.336505  1.506456  0.255185  0.37
H  2.643623  1.098370  -1.162332  0.30
H  2.272650  -1.319257  0.302942  0.31
H  -2.359555  -1.323331  -1.480684  0.25

Cartesian forces (eV/Å) of the 2 atoms listed first:
O 0.081 0.106 0.050
C 0.021 -0.392 -0.183



energy of number 1 (C14H33N4O3)? -27149.14579 eV